C3H2N4O in the gas phase in a non-equilibrium geometry, computed with ωB97M-V with the def2-TZVPD basis set.

E_HOMO = -10.236 eV
LUMO energy = -1.4 eV
Kohn-Sham gap = 8.8589 eV
SMILES = O=c1nccnnn1
DFT total energy = -409.66527 a.u.
Net charge = 0
Energy above the lowest of the compared OMol25 structures with the same formula, charge and spin = 1.712 eV

Bonds (Å) are listed after each position.
Cartesian coordinates (Å):
1 O -0.539 -1.196 1.617  C2 1.188
2 C -0.593 -0.805 0.497  O1 1.188, N3 1.448, N8 1.439
3 N 0.216 -1.412 -0.539  C2 1.448, C4 1.276
4 C 1.139 -0.616 -0.917  N3 1.276, C5 1.516, H9 1.085
5 C 1.366 0.798 -0.417  C4 1.516, N6 1.304, H10 1.079
6 N 0.439 1.640 -0.054  C5 1.304, N7 1.336
7 N -0.859 1.385 -0.246  N6 1.336, N8 1.280
8 N -1.418 0.259 -0.012  C2 1.439, N7 1.280
9 H 1.834 -0.976 -1.667  C4 1.085
10 H 2.368 1.181 -0.299  C5 1.079

So, what does the Löwdin scheme give us? The charges, in e, come out as: atom 1 (O): 0.15, atom 2 (C): -0.54, atom 3 (N): 0.17, atom 4 (C): -0.10, atom 5 (C): -0.06, atom 6 (N): 0.03, atom 7 (N): 0.00, atom 8 (N): 0.14, atom 9 (H): 0.11, atom 10 (H): 0.10